No. 1
13 unconnected molecules or ions with the total composition C50H132N6O26 at a distorted geometry. Source: the Open Molecules 2025 dataset; level of theory: the ωB97M-V functional and the def2-TZVPD basis.

Computed properties:
Molar mass in g mol⁻¹: 1233.6
Energy above the lowest of the compared OMol25 structures with the same formula, charge and spin in kcal per mole: 18.1
Frontier orbital gap (spin up / spin down) in Ha: 0.2856 / 0.0915
Spin multiplicity: 2
Highest occupied orbital energy (spin up / spin down) in eV: -9.99 / -9.99
Charge: +1
LUMO (spin up / spin down) in Eh: -0.082 / -0.276

Last column: Mulliken spin population.
CARTESIAN COORDINATES (ANGSTROEM)
C -25.421 14.747 13.826  0.000
O -25.407 14.285 12.397  0.000
C -24.203 13.710 12.031  0.000
C -24.142 13.553 10.475  -0.001
N -25.074 12.496 10.135  0.000
C -25.109 12.279 8.686  0.000
C -26.418 11.725 8.102  0.000
O -27.563 12.370 8.724  0.000
C -28.736 12.028 8.030  0.000
H -24.589 15.406 14.074  0.000
H -25.435 13.963 14.583  0.000
H -26.319 15.324 14.048  0.000
H -24.037 12.767 12.552  0.000
H -23.450 14.438 12.332  0.000
H -23.136 13.271 10.164  0.000
H -24.459 14.461 9.962  0.000
H -25.966 12.878 10.416  0.000
H -24.378 11.489 8.512  0.000
H -24.853 13.175 8.122  0.000
H -26.406 10.644 8.247  0.000
H -26.522 11.816 7.021  0.000
H -28.788 12.530 7.064  0.000
H -29.655 12.393 8.488  0.000
H -28.774 10.951 7.869  0.000
C -25.374 17.476 11.264  -0.002
O -25.482 18.449 10.251  0.001
C -24.433 18.516 9.303  0.037
C -24.810 19.541 8.216  0.037
N -24.699 20.976 8.591  0.799
C -24.980 22.003 7.504  0.026
C -24.979 23.466 7.927  0.010
O -26.020 23.583 8.885  0.000
C -26.203 24.961 9.255  0.000
H -25.006 18.050 12.114  0.001
H -24.754 16.614 11.015  0.000
H -26.322 16.974 11.455  0.001
H -24.334 17.524 8.864  0.004
H -23.484 18.759 9.780  0.007
H -25.869 19.315 8.098  0.044
H -24.264 19.301 7.303  0.007
H -25.378 21.082 9.331  -0.021
H -25.973 21.795 7.107  0.044
H -24.254 21.860 6.703  0.003
H -25.096 24.160 7.094  0.000
H -23.966 23.673 8.272  0.002
H -26.999 25.021 9.997  0.000
H -26.526 25.567 8.408  0.000
H -25.239 25.403 9.505  0.000
C -31.646 14.437 5.648  0.000
O -30.257 14.306 5.236  0.000
C -29.926 13.622 3.992  0.000
C -28.488 13.239 3.923  0.000
N -27.600 14.307 3.511  0.000
C -27.710 14.529 2.031  0.000
C -27.130 13.417 1.090  0.000
O -25.731 13.366 1.182  0.000
C -25.190 12.451 0.221  0.000
H -32.268 14.685 4.788  0.000
H -31.647 15.254 6.370  0.000
H -31.989 13.506 6.101  0.000
H -30.162 14.256 3.137  0.000
H -30.582 12.755 4.067  0.000
H -28.410 12.386 3.248  0.000
H -28.161 12.865 4.893  0.000
H -27.792 15.108 4.094  0.000
H -27.158 15.422 1.740  0.000
H -28.739 14.823 1.822  0.000
H -27.290 13.862 0.108  0.000
H -27.691 12.482 1.118  0.000
H -25.504 12.808 -0.760  0.000
H -25.633 11.501 0.521  0.000
H -24.108 12.331 0.272  0.000
C -22.186 15.485 7.449  0.000
O -22.296 15.689 8.860  -0.002
C -21.185 16.152 9.673  0.000
C -19.826 15.340 9.431  0.000
N -19.829 13.928 9.828  0.000
C -20.011 13.808 11.304  0.000
C -20.055 12.296 11.679  0.000
O -21.359 11.712 11.509  0.000
C -21.529 10.832 10.402  0.000
H -23.162 15.307 6.998  0.000
H -21.427 14.718 7.296  0.000
H -21.877 16.402 6.948  0.000
H -21.686 15.983 10.627  0.000
H -20.983 17.220 9.590  0.000
H -19.050 15.808 10.037  0.000
H -19.528 15.403 8.385  0.000
H -20.636 13.494 9.404  0.000
H -20.865 14.284 11.785  0.000
H -19.090 14.188 11.747  0.000
H -19.984 12.293 12.767  0.000
H -19.217 11.647 11.425  0.000
H -22.442 10.918 9.811  0.000
H -21.476 9.818 10.799  0.000
H -20.728 11.050 9.696  0.000
C -23.114 5.055 7.845  0.000
O -23.632 6.410 8.113  0.000
C -23.974 6.979 6.865  0.000
C -23.986 8.446 7.095  0.000
N -24.242 9.314 5.928  0.000
C -25.529 9.134 5.249  0.000
C -25.610 10.178 4.140  0.000
O -26.805 10.228 3.375  0.000
C -27.093 9.195 2.432  0.000
H -22.192 5.191 7.280  0.000
H -23.804 4.376 7.344  0.000
H -22.791 4.688 8.819  0.000
H -24.924 6.714 6.401  0.000
H -23.224 6.824 6.090  0.000
H -23.119 8.804 7.651  0.000
H -24.821 8.559 7.786  0.000
H -24.197 10.227 6.358  0.000
H -26.282 9.277 6.024  0.000
H -25.758 8.173 4.789  0.000
H -24.792 10.063 3.429  0.000
H -25.530 11.161 4.603  0.000
H -26.331 9.064 1.664  0.000
H -27.963 9.552 1.881  0.000
H -27.374 8.226 2.845  0.000
C -31.721 11.173 10.725  0.000
O -32.245 12.268 11.413  0.000
C -32.494 13.479 10.708  0.000
C -33.777 13.551 9.860  0.000
N -34.962 13.098 10.619  0.000
C -35.203 13.923 11.757  0.000
C -36.410 13.337 12.502  0.000
O -36.142 12.276 13.431  0.000
C -37.207 11.981 14.206  0.000
H -31.643 10.307 11.382  0.000
H -30.708 11.381 10.379  0.000
H -32.383 10.984 9.880  0.000
H -31.618 13.844 10.172  0.000
H -32.553 14.306 11.415  0.000
H -33.692 12.743 9.133  0.000
H -33.880 14.534 9.400  0.000
H -34.693 12.192 10.976  0.000
H -35.427 14.944 11.447  0.000
H -34.407 13.897 12.502  0.000
H -37.285 13.053 11.918  0.000
H -36.736 14.179 13.113  0.000
H -36.944 11.098 14.789  0.000
H -38.099 11.806 13.605  0.000
H -37.579 12.689 14.946  0.000
C -21.259 11.036 6.513  0.000
C -21.075 10.339 5.100  0.000
O -21.551 9.042 5.060  0.000
O -22.513 11.634 6.671  0.000
H -20.442 11.754 6.586  0.000
H -20.977 10.387 7.342  0.000
H -20.040 10.275 4.763  0.000
H -21.692 10.836 4.352  0.000
H -22.460 9.120 5.360  0.000
H -22.536 12.288 5.968  0.000
C -25.343 12.868 17.609  0.000
C -25.122 13.739 18.915  0.000
O -26.195 14.594 19.182  0.000
O -25.878 11.564 18.045  0.000
H -24.452 12.760 16.991  0.000
H -26.089 13.324 16.957  0.000
H -24.294 14.388 18.628  0.000
H -24.701 13.146 19.727  0.000
H -26.842 13.967 19.514  0.000
H -26.833 11.650 18.082  0.000
C -28.820 18.438 13.918  0.000
C -29.352 17.149 14.433  0.000
O -30.465 16.785 13.799  0.000
O -29.805 19.424 13.627  0.000
H -28.339 18.308 12.949  0.000
H -28.159 18.933 14.630  0.000
H -29.680 17.289 15.463  0.000
H -28.592 16.374 14.334  0.000
H -30.880 16.010 14.183  0.000
H -30.461 19.024 13.051  0.000
C -28.075 16.678 8.107  -0.008
C -27.687 15.564 7.130  0.000
O -26.819 16.055 6.089  0.000
O -28.945 16.228 9.135  0.001
H -28.464 17.512 7.523  0.000
H -27.133 17.051 8.511  0.009
H -28.638 15.158 6.784  0.000
H -27.130 14.783 7.648  0.003
H -26.254 15.318 5.845  0.000
H -28.453 15.674 9.746  0.000
C -25.031 9.693 12.647  0.000
C -23.917 9.232 13.620  0.000
O -23.086 10.323 13.844  0.000
O -24.330 10.027 11.394  0.000
H -25.546 10.602 12.959  0.000
H -25.676 8.846 12.414  0.000
H -23.211 8.515 13.202  0.000
H -24.221 8.795 14.571  0.000
H -22.810 10.495 12.940  0.000
H -24.405 10.950 11.142  0.000
C -26.021 17.772 16.510  0.000
C -27.185 18.532 17.255  0.000
O -27.152 18.162 18.604  0.000
O -26.129 16.405 16.520  0.000
H -25.061 18.074 16.929  0.000
H -26.143 18.052 15.464  0.000
H -28.150 18.327 16.791  0.000
H -27.031 19.611 17.260  0.000
H -26.317 18.169 19.078  0.000
H -26.332 16.238 17.444  0.000
C -28.126 12.666 12.373  0.000
C -28.648 13.999 11.790  0.000
O -27.605 14.648 11.016  0.000
O -27.940 11.555 11.482  0.000
H -28.743 12.322 13.204  0.000
H -27.105 12.849 12.708  0.000
H -29.087 14.740 12.458  0.000
H -29.532 13.740 11.208  0.000
H -26.827 14.738 11.571  0.000
H -27.630 11.881 10.634  0.000

Atoms 1-2, force components in eV/Å:
-0.25 -0.10 -0.78
-1.33 1.29 2.79

No. 2
A molecular structure, C28H29BrN6O4RuS. Source: the Open Molecules 2025 dataset; level of theory: the ωB97M-V functional and the def2-TZVPD basis.

Computed properties:
Molar mass in g mol⁻¹: 726.6
Energy above the lowest of the compared OMol25 structures with the same formula, charge and spin in kcal per mole: 23.0
Frontier orbital gap in Ha: 0.1996
Highest occupied orbital energy in eV: -0.62
Charge: -2
LUMO in Eh: 0.177

Last column: natural (NBO) charge in e.
CARTESIAN COORDINATES (ANGSTROEM)
Ru -1.552 0.024 1.472  0.540
O 1.508 1.114 -0.590  -0.699
C 1.448 2.440 -0.712  0.330
C 2.236 3.039 -1.701  -0.283
C 2.235 4.412 -1.876  -0.216
C 1.454 5.221 -1.059  -0.294
C 0.668 4.619 -0.084  -0.217
C 0.628 3.242 0.098  -0.064
C -0.347 2.664 1.120  0.234
O 0.015 1.413 1.570  -0.809
N -1.744 2.642 0.582  -0.497
N -2.005 1.367 -0.014  -0.440
C -2.023 1.347 -1.359  -0.028
C -2.223 0.371 -2.244  -0.042
Br -3.384 -1.747 0.835  -0.636
C -2.060 -0.422 -3.280  -0.326
C -0.750 -0.794 -3.862  -0.052
C 0.450 -0.351 -3.297  -0.152
C 1.667 -0.718 -3.841  -0.214
C 1.724 -1.533 -4.968  -0.257
C 0.541 -1.980 -5.539  -0.233
C -0.682 -1.615 -4.988  -0.231
H 0.980 0.845 0.212  0.547
H 2.844 2.392 -2.322  0.211
H 2.853 4.853 -2.651  0.190
H 1.458 6.298 -1.178  0.188
H 0.051 5.235 0.565  0.192
H -0.386 3.398 1.951  0.115
H -1.826 3.365 -0.132  0.328
H -1.965 2.335 -1.835  0.175
H -2.919 -0.878 -3.782  0.171
H 0.415 0.244 -2.393  0.247
H 2.580 -0.390 -3.356  0.210
H 2.680 -1.832 -5.383  0.191
H 0.568 -2.625 -6.412  0.187
H -1.605 -1.977 -5.431  0.191
O -0.222 -1.283 0.067  -0.644
N 0.645 -2.106 -0.446  0.033
C 0.173 -2.854 -1.477  0.021
C 0.944 -3.752 -2.160  -0.297
C 2.277 -3.898 -1.770  -0.218
C 2.739 -3.165 -0.708  -0.267
C 1.935 -2.259 0.028  0.032
S 2.519 -1.430 1.390  -0.417
H -0.864 -2.641 -1.693  0.247
H 0.516 -4.291 -2.994  0.211
H 2.940 -4.577 -2.294  0.192
H 3.760 -3.260 -0.365  0.215
N 2.097 -1.446 5.251  -0.819
C 1.064 -1.880 4.410  0.350
C 0.295 -0.945 3.714  0.007
N -0.654 -1.309 2.871  -0.335
C -0.831 -2.633 2.710  -0.029
C -0.101 -3.535 3.451  -0.003
N 0.846 -3.179 4.322  -0.456
H 2.566 -0.632 4.877  0.378
H 2.757 -2.198 5.391  0.377
H 0.515 0.107 3.792  0.216
H -1.582 -2.937 1.997  0.256
H -0.277 -4.597 3.327  0.183
C -1.336 1.852 4.287  -0.268
O -2.618 1.531 3.765  -0.562
C -2.752 0.926 2.557  0.532
C -4.194 1.108 2.164  -0.747
H -1.181 1.299 5.217  0.164
H -1.338 2.922 4.509  0.165
H -0.556 1.638 3.557  0.236
H -4.674 1.885 2.763  0.186
H -4.724 0.160 2.267  0.249
H -4.217 1.360 1.103  0.256

Atoms 1-2, force components in eV/Å:
-0.13 0.05 -0.08
-0.04 -0.05 0.03